i) C3H6N2 | the ωB97M-V functional and the def2-TZVPD basis

The geometry in XYZ format:
```
11
C3H6N2 the ωB97M-V functional and the def2-TZVPD basis
H 3.1822 1.1674 -0.4276
N 2.5055 0.6635 0.1922
N 2.9163 -0.4929 0.4271
H 3.8578 -0.6539 -0.0008
C -3.1486 -0.2674 -1.0215
C -2.1754 -0.2239 -0.3164
C -1.0281 -0.0299 0.5457
H -4.0184 -0.2753 -1.6378
H -0.4985 0.8817 0.2344
H -1.3071 0.0687 1.5844
H -0.2856 -0.8380 0.4203
```

Computed properties:
highest occupied orbital energy = -9.674 eV
net charge = 0
2S+1 = 1
gap between HOMO and LUMO = 10.172 eV

=====

ii) C3H6N2 | the ωB97M-V functional and the def2-TZVPD basis

The geometry in XYZ format:
```
11
C3H6N2 the ωB97M-V functional and the def2-TZVPD basis
C -1.1921 0.9778 0.5301
C -0.2627 -0.0012 0.1286
C -0.0316 -0.9801 -0.6788
N 1.4049 -1.0091 -0.6119
N 1.5117 0.2044 0.2444
H -2.0672 0.7380 -0.1033
H -1.5420 0.7949 1.5514
H -0.7498 1.9015 0.2753
H -0.5983 -1.7191 -1.0948
H 1.9484 -0.7544 -1.4158
H 1.5789 -0.1526 1.1749
```

Computed properties:
highest occupied orbital energy = -8.441 eV
net charge = 0
2S+1 = 1
gap between HOMO and LUMO = 9.468 eV

=====

Winner for stability: i)

=====

i) C3H6N2 | the ωB97M-V functional and the def2-TZVPD basis

The geometry in XYZ format:
```
11
C3H6N2 the ωB97M-V functional and the def2-TZVPD basis
C -0.3979 0.2282 -0.4011
N -1.6808 0.3276 -0.8089
C 1.5190 -0.2819 -0.0119
C 0.0834 -0.0495 0.9580
N 0.7089 0.2021 -1.0790
H -1.8248 0.3559 -1.8101
H -2.4239 0.3000 -0.1269
H 2.4028 0.3177 0.2186
H 1.6964 -1.3562 0.0049
H 0.2976 0.8314 1.5577
H -0.3807 -0.8752 1.4987
```

Computed properties:
highest occupied orbital energy = -8.659 eV
net charge = 0
2S+1 = 1
gap between HOMO and LUMO = 9.646 eV

=====

ii) C3H6N2 | the ωB97M-V functional and the def2-TZVPD basis

The geometry in XYZ format:
```
11
C3H6N2 the ωB97M-V functional and the def2-TZVPD basis
C 1.3311 -0.4265 -0.2017
N 0.3832 0.2316 0.6834
C -0.7482 0.7502 -0.0163
C -1.8200 -0.2630 -0.1199
N -2.6057 -1.1113 -0.0915
H 0.8575 -0.9616 -1.0548
H 1.9674 -1.1717 0.2870
H 1.8633 0.4952 -0.4030
H 0.2599 -0.1255 1.6107
H -1.1394 1.6538 0.4597
H -0.4362 1.0397 -1.0330
```

Computed properties:
highest occupied orbital energy = -9.196 eV
net charge = 0
2S+1 = 1
gap between HOMO and LUMO = 10.133 eV

=====

iii) C3H6N2 | the ωB97M-V functional and the def2-TZVPD basis

The geometry in XYZ format:
```
11
C3H6N2 the ωB97M-V functional and the def2-TZVPD basis
N 1.1523 -0.6067 -1.2925
N 0.8332 -0.2321 0.3695
C -0.1360 -1.0893 0.8690
C -1.0961 -0.1111 1.1020
C -0.1736 0.9246 0.4030
H 0.8290 -1.5678 -1.1510
H 2.1101 -0.7461 -1.5270
H 0.1192 -2.2048 1.1031
H -1.9552 -0.0959 1.7254
H -0.4170 1.4153 -0.6492
H 0.2309 1.7779 0.9201
```

Computed properties:
highest occupied orbital energy = -8.468 eV
net charge = 0
2S+1 = 1
gap between HOMO and LUMO = 9.532 eV

=====

iv) C3H6N2 | the ωB97M-V functional and the def2-TZVPD basis

The geometry in XYZ format:
```
11
C3H6N2 the ωB97M-V functional and the def2-TZVPD basis
H -2.6174 -0.0109 0.4605
N -1.7279 0.4372 0.2915
C -0.9915 -0.4498 -0.2524
N 0.3765 -0.3297 -0.6652
C 1.0417 0.8548 -0.1001
C 1.3071 -0.4897 0.5236
H -1.3075 -1.5434 -0.4173
H 0.3360 1.6357 0.3730
H 1.7759 1.3916 -0.7315
H 0.8654 -0.5724 1.5613
H 2.2640 -1.1451 0.3440
```

Computed properties:
highest occupied orbital energy = -9.890 eV
net charge = 0
2S+1 = 1
gap between HOMO and LUMO = 11.051 eV

=====

Winner for stability: ii)

=====

i) C34H40Cl8F4O2 | the ωB97M-V functional and the def2-TZVPD basis

The geometry in XYZ format:
```
88
C34H40Cl8F4O2 the ωB97M-V functional and the def2-TZVPD basis
F -5.8764 -4.2099 -1.5649
C -4.5769 -4.4916 -1.4446
C -3.6611 -3.4660 -1.5172
C -2.3103 -3.7437 -1.4140
C -1.9152 -5.0481 -1.1592
C -2.8461 -6.0743 -1.1782
C -4.1879 -5.8075 -1.3466
H -4.0890 -2.4678 -1.5492
H -1.6052 -2.9347 -1.5526
H -0.8697 -5.3015 -1.0262
H -2.5410 -7.1063 -1.0684
H -4.9237 -6.5914 -1.4666
F 2.3904 5.0184 4.0253
C 2.0951 3.8195 4.5360
C 2.0376 3.6575 5.9052
C 1.7517 2.4018 6.4256
C 1.4899 1.3357 5.5857
C 1.5233 1.5265 4.2220
C 1.8275 2.7723 3.6959
H 2.2327 4.5046 6.5523
H 1.7389 2.3072 7.5039
H 1.2962 0.3557 6.0044
H 1.3340 0.7448 3.4982
H 1.7370 2.8748 2.6230
F -2.3108 -1.2777 1.3337
C -3.2769 -1.5065 2.2450
C -3.4163 -0.6362 3.2983
C -4.4664 -0.8176 4.1904
C -5.3580 -1.8773 4.0068
C -5.1932 -2.7571 2.9390
C -4.1035 -2.5975 2.0873
H -2.7553 0.2197 3.3715
H -4.5846 -0.1251 5.0120
H -6.1985 -1.9638 4.6878
H -5.8867 -3.5735 2.7919
H -3.9112 -3.2924 1.2756
F 0.6950 6.9361 -2.4078
C 0.5061 6.3040 -1.2311
C 1.5699 5.6409 -0.6533
C 1.4127 5.0555 0.5864
C 0.1576 5.0586 1.1759
C -0.9260 5.6578 0.5511
C -0.7635 6.2743 -0.6741
H 2.5314 5.7695 -1.1442
H 2.2199 4.4731 1.0095
H 0.0087 4.5586 2.1266
H -1.8760 5.6878 1.0667
H -1.5846 6.7970 -1.1492
C 0.8518 -0.7388 -1.2330
C 0.9757 0.0671 0.0254
C -0.0656 1.1446 0.2740
O 1.8777 -0.1073 0.7799
H 0.8886 -0.0354 -2.0642
H -0.1437 -1.1814 -1.2410
H 1.6847 -1.4286 -1.2997
H 0.4827 2.0493 0.5022
H -0.6694 0.8024 1.1133
H -0.7228 1.2288 -0.5872
C 0.5286 -4.2229 -4.0806
C 1.8995 -3.6959 -3.7061
C 2.8235 -3.2226 -4.7962
O 2.2096 -3.5757 -2.5452
H 0.3337 -4.1838 -5.1536
H -0.2532 -3.6752 -3.5552
H 0.4218 -5.2707 -3.7862
H 3.8185 -3.6496 -4.6815
H 2.9044 -2.1365 -4.6914
H 2.4629 -3.4343 -5.7998
Cl 4.2409 -3.8685 2.5998
C 3.6753 -2.4022 1.8004
Cl 3.7778 -2.5154 0.0307
H 2.6332 -2.2487 2.0352
H 4.2769 -1.5605 2.1119
Cl 2.6374 4.0906 -5.7653
C 2.6817 3.7121 -4.0612
Cl 1.5873 2.3586 -3.6468
H 3.6686 3.3681 -3.7870
H 2.3927 4.5655 -3.4648
Cl 6.7161 2.5605 -0.1784
C 5.0981 1.8632 -0.4169
Cl 3.9220 3.1106 -0.8480
H 5.1860 1.1535 -1.2223
H 4.7923 1.4456 0.5254
Cl -2.5789 -1.6758 -5.1565
C -2.9940 -0.4514 -3.9463
Cl -1.5118 0.3407 -3.3619
H -3.6354 0.2695 -4.4269
H -3.4171 -0.9338 -3.0809
```

Computed properties:
highest occupied orbital energy = -9.355 eV
net charge = 0
2S+1 = 1
gap between HOMO and LUMO = 9.786 eV

=====

ii) C34H40Cl8F4O2 | the ωB97M-V functional and the def2-TZVPD basis

The geometry in XYZ format:
```
88
C34H40Cl8F4O2 the ωB97M-V functional and the def2-TZVPD basis
F 31.9145 9.8744 -3.6602
C 32.8527 10.7299 -4.0055
C 33.1418 11.7760 -3.1606
C 34.0264 12.7367 -3.5713
C 34.6055 12.6641 -4.8311
C 34.3019 11.6206 -5.6735
C 33.3929 10.6430 -5.2740
H 32.6101 11.8494 -2.2112
H 34.2965 13.5432 -2.9026
H 35.3340 13.4163 -5.1185
H 34.9149 11.4697 -6.5546
H 33.1914 9.8195 -5.9537
F 26.0268 13.3675 -9.5731
C 27.0020 13.1173 -8.7225
C 27.3002 14.0938 -7.7663
C 28.2868 13.8528 -6.8480
C 28.9469 12.6196 -6.8786
C 28.5824 11.6335 -7.8353
C 27.6030 11.8902 -8.7517
H 26.7094 15.0093 -7.7380
H 28.6143 14.5840 -6.1298
H 29.7505 12.4177 -6.1666
H 29.0457 10.6608 -7.8640
H 27.3629 11.1281 -9.4869
F 31.4963 12.1855 -0.1059
C 31.2348 10.9867 0.5146
C 31.2285 10.9486 1.9075
C 30.9723 9.7358 2.5379
C 30.6571 8.6200 1.7780
C 30.6552 8.6907 0.3915
C 30.9326 9.8868 -0.2608
H 31.5100 11.8528 2.4471
H 30.9445 9.6935 3.6170
H 30.4641 7.6670 2.2657
H 30.3601 7.8280 -0.1894
H 30.9667 9.9512 -1.3441
F 27.8801 8.7495 -1.1607
C 27.0701 8.9174 -2.2173
C 27.5648 9.5170 -3.3482
C 26.7446 9.6364 -4.4462
C 25.4302 9.1669 -4.3919
C 24.9383 8.6640 -3.2002
C 25.7624 8.5364 -2.1062
H 28.5941 9.8620 -3.4151
H 27.1651 10.0299 -5.3634
H 24.7602 9.3511 -5.2293
H 23.9517 8.2188 -3.1417
H 25.3793 8.1658 -1.1631
C 32.8237 15.6903 -6.3819
C 32.8621 17.0964 -6.8860
C 32.8294 17.2842 -8.3773
O 32.9555 18.0402 -6.1093
H 32.4794 15.7358 -5.3453
H 33.8227 15.2518 -6.3735
H 32.1519 15.0297 -6.9322
H 33.6631 16.7498 -8.8369
H 32.9397 18.3435 -8.6098
H 31.8784 16.9372 -8.7844
C 30.7138 20.1852 -4.4504
C 29.9529 19.0369 -3.8661
C 28.9750 18.2937 -4.7446
O 30.1247 18.7044 -2.7669
H 31.3682 20.5970 -3.6828
H 30.0453 20.9825 -4.7810
H 31.3119 19.8290 -5.2880
H 28.0741 18.8976 -4.8692
H 28.7825 17.3321 -4.2954
H 29.4102 18.1410 -5.7405
Cl 26.8896 15.5716 -1.1463
C 27.1538 17.2940 -1.4508
Cl 26.2580 18.3045 -0.3164
H 28.2018 17.5231 -1.3424
H 26.8160 17.5063 -2.4514
Cl 29.9105 14.1943 1.3334
C 30.3544 15.9481 1.3394
Cl 30.6377 16.5777 -0.2764
H 29.5472 16.4696 1.8233
H 31.2680 16.0165 1.9064
Cl 30.3916 14.9175 -3.6852
C 30.2497 13.8859 -2.2492
Cl 29.3972 12.3814 -2.5612
H 31.2514 13.6204 -1.9837
H 29.7137 14.4316 -1.5060
Cl 26.3700 15.9885 -4.8671
C 25.9790 14.3908 -4.2505
Cl 24.2920 14.2549 -3.9571
H 26.3454 13.6896 -4.9860
H 26.5000 14.2081 -3.3200
```

Computed properties:
highest occupied orbital energy = -9.229 eV
net charge = 0
2S+1 = 1
gap between HOMO and LUMO = 9.733 eV

=====

Winner for stability: ii)

=====

i) C5H8Cl2N3 | the ωB97M-V functional and the def2-TZVPD basis

The geometry in XYZ format:
```
18
C5H8Cl2N3 the ωB97M-V functional and the def2-TZVPD basis
H 0.4661 -0.6279 -2.4800
N 0.3447 0.1474 -1.8753
C 0.3833 1.3871 -2.1107
Cl 0.4016 2.2131 -3.6791
N 0.4416 2.2672 -0.9870
C 0.9968 1.8890 0.1930
N 1.5069 0.7528 0.4075
C 1.4039 -0.4754 0.0135
Cl 2.7995 -1.1667 -0.7049
C 0.3397 -1.3663 0.5328
C -0.8344 -0.6608 1.1021
H 0.1776 3.1874 -1.2820
H 1.2366 2.6795 0.8307
H 0.0239 -2.0721 -0.1635
H 0.9575 -1.9175 1.2188
H -1.5463 -1.4346 1.2756
H -1.1498 0.1147 0.3886
H -0.7393 0.0193 2.0388
```

Computed properties:
highest occupied orbital energy = -14.831 eV
net charge = +1
2S+1 = 1
gap between HOMO and LUMO = 10.660 eV

=====

ii) C5H8Cl2N3 | the ωB97M-V functional and the def2-TZVPD basis

The geometry in XYZ format:
```
18
C5H8Cl2N3 the ωB97M-V functional and the def2-TZVPD basis
C -0.9866 -2.3131 0.1296
N -0.2989 -1.1220 -0.3340
C -1.1712 -0.0171 -0.7052
N -0.8016 1.1970 -0.0195
C 0.5253 1.5201 0.0040
N 0.9908 2.7320 0.4366
C 1.4097 0.4453 -0.1851
Cl 3.0682 0.8312 -0.2144
C 0.9679 -0.8940 0.0067
Cl 2.0805 -2.1173 0.3922
H -0.2966 -3.0460 0.2139
H -1.4655 -2.1907 1.1053
H -1.7679 -2.6437 -0.5975
H -2.0738 -0.4777 -0.4151
H -1.1619 0.0324 -1.7758
H -1.4649 1.9012 0.3677
H 1.9267 2.7444 0.6468
H 0.5199 3.4178 0.9437
```

Computed properties:
highest occupied orbital energy = -12.576 eV
net charge = +1
2S+1 = 1
gap between HOMO and LUMO = 8.475 eV

=====

Winner for stability: ii)